(1)
Molecular formula: C17H19Cl2N5O4
Method: DFT, ωB97M-V/def2-TZVPD

```
47
Properties=species:S:1:pos:R:3:lowdin_charge:R:1
H 1.88073 -1.94746 3.44174 0.090
N 0.60801 -1.79145 1.83054 0.018
C -0.16556 -3.41046 -1.12289 -0.349
O 2.96935 -3.46413 -1.53658 -0.081
H -2.26657 2.46232 0.17123 0.108
C 0.00224 2.80481 2.65233 -0.024
H 1.57876 -3.47786 2.56445 0.096
C 1.75360 -2.40752 2.46418 0.005
C 0.13601 -2.27470 0.65359 -0.206
H 2.96839 -5.11850 -2.55906 0.089
O -2.61314 -0.02455 0.03472 0.067
H 1.45961 4.37162 2.77426 0.107
H -1.63404 0.87408 3.45503 0.131
N 0.61129 -3.33105 -0.04174 0.180
N -0.06459 -4.40999 -2.04898 0.084
C 2.48497 -2.91864 -2.73539 -0.195
C -2.16323 -2.25622 -2.11929 0.005
H -0.18006 -3.16100 -3.72888 0.111
C 0.28715 -4.09662 -3.42504 -0.134
H 2.64640 -2.24789 1.85848 0.099
C -1.05361 2.26755 1.92678 -0.185
O 2.39705 -5.25333 -3.33688 -0.029
H 3.36142 -2.52591 -3.25768 0.125
H -2.98762 -1.73901 -1.63080 0.092
C 0.23378 4.56719 1.04020 -0.692
N -1.09496 -0.16381 1.74168 0.094
C -0.93786 -1.70041 -0.00293 -0.056
H 0.32993 2.31529 3.55601 0.111
C -1.64489 -0.58004 0.52157 -0.356
H 2.25091 -3.52128 -0.87358 0.045
C -1.45729 2.88203 0.74884 -0.050
H -2.77383 0.98999 2.07083 0.131
O 0.38571 -0.24056 3.46252 0.079
H 1.99800 -3.76921 -4.68030 0.144
N -1.12088 -2.45417 -1.15060 0.015
H -2.49248 -3.22263 -2.49953 0.101
H -0.08679 -4.90796 -4.05429 0.125
C 1.81852 -4.00668 -3.62237 -0.350
H 0.52998 -5.16141 -1.71046 0.140
H 1.78752 -2.09174 -2.55894 0.124
H -1.81577 -1.63529 -2.94891 0.098
C -0.81788 4.02782 0.30505 -0.680
Cl 1.03307 5.99524 0.49964 0.674
C 0.64124 3.94951 2.21292 -0.091
Cl -1.33175 4.77899 -1.15864 0.678
C -0.00391 -0.69961 2.41029 -0.418
C -1.72556 0.99658 2.37505 -0.070
```

Relative energy (zero: lowest compared OMol25 entry of this formula, charge and spin): 0.0 kcal per mole
E_tot: -58624.9833 eV
Net charge: 0
HOMO-LUMO gap: 8.82 eV
LUMO: 0.4 eV
SMILES: Cn1c(NC[C@H](O)CO)nc2c1c(=O)n(Cc1ccc(Cl)c(Cl)c1)c(=O)n2C


(2)
Molecular formula: C44H47BFI2N2O3
Method: DFT, ωB97M-V/def2-TZVPD

```
100
Properties=species:S:1:pos:R:3:lowdin_charge:R:1
C 5.76098 0.13543 4.32920 -0.101
N -0.81305 -5.26252 -1.41974 0.144
H -4.83917 1.78650 -0.09541 0.082
H -2.30159 0.32964 -0.81087 0.068
C -3.37355 6.17030 8.80794 -0.101
C -4.17921 2.70883 3.09227 -0.099
H -3.39296 1.17983 1.80441 0.091
H 5.84538 3.39307 3.39944 0.098
C 0.38767 -2.32107 -5.62335 -0.235
C -2.21945 -4.98235 -1.83113 -0.341
H 2.19152 -3.21013 -6.62698 0.104
C 2.66454 -2.33129 -4.62818 -0.101
C -5.07498 3.76483 3.21031 -0.105
C 1.80064 -2.68396 -5.73333 -0.008
H -0.24022 -4.42315 -1.46920 0.119
B -2.62530 -3.52088 -2.51543 -0.667
C -3.67512 7.42262 8.28729 -0.102
O -2.85184 -2.65103 -6.69040 0.054
H 5.33741 -0.76028 -4.30128 0.090
F -0.69646 -7.60715 -1.90776 0.092
C 2.20810 -1.64446 -3.43858 -0.094
C 7.15359 -0.65191 -5.44229 -0.094
H -1.61845 -0.13046 4.00177 0.103
C 0.81262 -1.24533 -3.34258 -0.066
H 0.83255 -0.82831 0.55767 0.099
C -3.72760 7.60823 6.91115 -0.099
H -3.54698 2.43650 3.93025 0.086
H -1.13705 -1.32695 -4.36978 0.115
H 9.08557 -0.73551 -6.37635 0.097
C 4.38800 -0.07395 4.28224 -0.089
H 3.73841 -2.62413 -4.67944 0.083
C -0.41421 1.52677 3.35464 -0.107
H -5.14275 4.31622 4.14201 0.087
C 8.23924 -2.31732 -3.50141 -0.099
H 6.42318 -0.67407 4.61446 0.098
H -3.51744 6.68695 4.98288 0.101
I -5.78351 -3.47236 -1.95527 0.743
C -1.97379 -4.13932 -5.02915 -0.106
H -4.21059 -0.94064 -0.50652 0.055
C 6.37133 -1.07698 -4.37563 -0.098
H -3.87055 8.25424 8.95411 0.098
C 3.53975 0.96166 3.90920 -0.087
H -2.95891 4.46227 5.91037 0.091
H 0.88120 2.99985 2.48055 0.099
H -0.76010 2.18663 4.14244 0.096
H -3.33826 6.02399 9.88139 0.099
H 0.49440 -0.71796 -2.42253 0.083
H 3.40303 3.01405 3.29476 0.093
O -3.08908 -5.80605 -1.63354 0.039
C -5.88307 4.11528 2.13467 -0.101
H 10.05004 -2.22366 -4.65197 0.097
H -2.05883 -0.18461 -2.50155 0.047
I -5.01306 -0.32185 -3.00876 0.676
H -1.02960 -4.21098 -4.42194 0.095
C -3.47390 6.54273 6.05639 -0.097
H -1.59093 -2.92304 -2.62329 0.074
H 1.67061 1.49538 0.68286 0.105
C -1.83733 -3.08454 -6.18267 -0.439
C 6.28559 1.38220 4.01156 -0.104
H 7.35629 1.54615 4.05030 0.097
H -3.96645 8.58412 6.50479 0.099
C 0.95357 1.13778 1.41264 -0.098
H 2.91894 -1.43143 -2.60821 0.090
C -0.89437 0.22473 3.27753 -0.104
H 8.66366 -2.96396 -2.74202 0.099
C -3.17241 -3.84642 -4.02872 -0.188
H 2.46965 0.79777 3.86877 0.086
H -6.57778 4.94236 2.22512 0.097
H 3.97858 -1.04488 4.53506 0.101
C 9.01891 -1.89951 -4.57282 -0.104
C -3.72316 -2.83562 -1.49948 -0.631
C -0.05589 -1.59974 -4.44875 -0.021
C 0.50831 1.98365 2.42169 -0.116
H -3.85083 -3.03525 -4.39170 0.056
H 6.73114 0.00122 -6.19707 0.101
H -0.62954 -1.95249 -7.38523 0.133
H -3.77713 -4.79506 -3.96338 0.081
C 5.43689 2.41933 3.64377 -0.100
C 0.48039 -0.16633 1.34071 -0.093
C -3.11610 5.10542 7.95348 -0.095
O 0.65941 -6.13041 -2.89621 0.111
N -0.54708 -2.67564 -6.67133 0.085
C 4.06472 2.20705 3.58820 -0.093
C -3.16329 5.29200 6.57728 -0.096
C -4.90713 2.34595 0.82849 -0.081
H -2.11909 -5.13881 -5.51033 0.122
H -3.51105 -3.19179 -0.46110 0.075
C -3.72408 -1.24127 -1.47717 -0.784
C -4.09413 2.00147 1.89952 -0.085
H -0.81673 -1.63925 2.21288 0.106
C -0.44506 -0.62277 2.27146 -0.088
H 6.30633 -2.23542 -2.56873 0.102
H -2.87861 4.12922 8.35980 0.100
C 8.47652 -1.06456 -5.54232 -0.102
C -0.23855 -6.33422 -2.13435 -0.508
H -6.43221 3.67320 0.10526 0.102
C -5.80051 3.40347 0.94348 -0.089
C -2.29954 -0.58070 -1.47897 -0.190
C 6.91520 -1.90757 -3.40330 -0.093
H -1.50426 -1.25760 -1.08897 0.060
```

E_tot: -75109.8984 eV
Net charge: -1
HOMO-LUMO gap: 7.25 eV
LUMO: 1.9 eV


(3)
Molecular formula: BrFHOP
Method: DFT, ωB97M-V/def2-TZVPD

```
5
Properties=species:S:1:pos:R:3:lowdin_charge:R:1
O 0.57968 0.05669 -0.57812 -0.423
Br 2.12498 0.65765 1.76915 0.293
F 0.34361 2.42676 0.62142 -0.413
P 1.45917 1.47341 -0.13133 0.502
H -0.30777 -0.01147 -0.19673 0.042
```

Relative energy (zero: lowest compared OMol25 entry of this formula, charge and spin): 5.9 kcal per mole
E_tot: -84114.2591 eV
Net charge: 0
HOMO-LUMO gap: 11.12 eV
LUMO: 0.5 eV
SMILES: OP(F)Br


Question: What is the HOMO-LUMO gap in the second record?
Answer: 7.25 eV


Question: The lowest LUMO belongs to which entry?
Answer: C17H19Cl2N5O4


Copy entry 3 word for word.
Molecular formula: BrFHOP
Method: DFT, ωB97M-V/def2-TZVPD

```
5
Properties=species:S:1:pos:R:3:lowdin_charge:R:1
O 0.57968 0.05669 -0.57812 -0.423
Br 2.12498 0.65765 1.76915 0.293
F 0.34361 2.42676 0.62142 -0.413
P 1.45917 1.47341 -0.13133 0.502
H -0.30777 -0.01147 -0.19673 0.042
```

Relative energy (zero: lowest compared OMol25 entry of this formula, charge and spin): 5.9 kcal per mole
E_tot: -84114.2591 eV
Net charge: 0
HOMO-LUMO gap: 11.12 eV
LUMO: 0.5 eV
SMILES: OP(F)Br